1.
Below is C21H27GdOSi as an isolated structure at a distorted geometry, with properties calculated with the ωB97M-V functional and the def2-TZVPD basis.

XYZ file:
```
51
Properties=species:S:1:pos:R:3:lowdin_charge:R:1
Gd 0.12 0.07 0.27 1.4977
Si -0.49 -0.12 5.11 0.8056
O -0.05 -0.09 -3.10 -0.1467
C 0.70 -1.55 2.26 -0.2748
C 0.61 1.21 -8.15 -0.0815
C -0.82 -2.11 4.96 -0.2217
C -0.53 -2.33 0.49 -0.2713
C -0.63 -1.84 1.81 -0.2557
C 0.51 2.55 0.28 -0.2686
C 0.95 -0.15 -8.04 -0.0899
C 0.16 -0.86 -4.42 -0.1694
C 0.85 -2.32 0.12 -0.2639
C 0.81 -0.80 -6.83 -0.0402
C 0.13 1.89 -7.02 -0.0802
C 1.58 2.04 1.09 -0.2254
C -0.03 1.23 -5.80 -0.0255
C -0.39 1.71 2.21 -0.2879
C 1.02 1.56 2.29 -0.2289
C 1.59 -1.84 1.23 -0.2165
C -0.70 2.35 0.99 -0.2601
C -0.90 -0.29 6.93 -0.2922
C 0.33 -0.13 -5.67 -0.1855
C -1.17 -0.84 -3.67 -0.0931
C -0.46 1.90 5.29 -0.2251
H -0.13 2.95 -7.09 0.1048
H 1.00 -1.34 3.29 0.0453
H -0.28 -2.67 4.20 -0.0001
H 0.59 2.84 -0.76 0.0932
H -0.05 -0.91 7.22 0.0206
H 2.64 2.03 0.86 0.1027
H -0.94 0.71 7.37 0.0066
H 0.72 1.74 -9.10 0.1017
H -1.73 2.53 0.69 0.0988
H -1.43 -1.72 -3.08 0.1046
H -1.39 -2.52 -0.15 0.0939
H 1.26 -2.51 -0.87 0.0930
H 2.67 -1.76 1.35 0.1099
H 1.57 1.26 3.18 0.0953
H 0.72 -1.79 -4.28 0.1431
H -1.12 1.54 3.00 0.0599
H 0.03 2.03 6.26 0.0164
H -1.52 -1.75 2.42 0.0903
H -0.55 -2.49 5.95 0.0188
H -1.98 -0.25 -4.13 0.1191
H -0.01 2.51 4.51 -0.0022
H -1.89 -2.22 4.81 0.0125
H -1.85 -0.84 6.89 0.0226
H 1.32 -0.68 -8.93 0.1073
H -0.40 1.77 -4.93 0.1135
H 1.06 -1.86 -6.74 0.1122
H -1.51 2.18 5.41 0.0170
```

Values from the calculation:
E_LUMO (alpha / beta) in Eh: 0.0005 / 0.0008
HOMO level (alpha / beta) in eV: -5.81 / -7.92
2S+1: 8
⟨S²⟩: 15.78
Gap between HOMO and LUMO (alpha / beta) in eV: 5.82 / 7.94


2.
Below is a 2-piece molecular cluster, C11H15N overall at a distorted geometry, with properties calculated with the ωB97M-V functional and the def2-TZVPD basis.

XYZ file:
```
27
Properties=species:S:1:pos:R:3:lowdin_charge:R:1
N 0.71 1.24 -1.28 0.0629
C -2.15 0.62 0.78 -0.1568
C 1.61 1.19 1.08 -0.0278
C -3.19 1.70 1.02 -0.1754
C 0.66 -0.97 -1.67 -0.2280
C 1.10 0.66 -0.10 -0.2395
C 0.38 0.25 -2.19 -0.0632
C 0.29 -2.27 -2.31 -0.0499
C 1.62 -1.59 0.63 -0.0253
C 2.27 0.34 1.94 -0.0995
C 2.22 -1.05 1.75 -0.1000
C 1.05 -0.74 -0.31 -0.1489
H 2.77 0.73 2.80 0.0908
H -0.14 -2.95 -1.56 0.0769
H 0.05 0.56 -3.17 0.1220
H 1.20 -2.82 -2.59 0.0781
H -0.42 -2.17 -3.13 0.0732
H 1.63 -2.68 0.58 0.1090
H 1.43 2.23 1.35 0.1091
H -2.61 -0.21 0.25 0.0699
H -2.74 2.64 1.35 0.0599
H -3.96 1.50 1.76 0.0552
H 0.39 2.18 -1.36 0.1413
H -1.61 0.29 1.66 0.0704
H -1.45 1.02 0.06 0.0362
H -3.74 1.96 0.11 0.0626
H 2.64 -1.65 2.55 0.0966
```

Values from the calculation:
E_LUMO in Eh: 0.0319
Relative energy (zero: lowest compared OMol25 entry of this formula, charge and spin) in kcal/mol: 11.65
HOMO level in eV: -7.85
Gap between HOMO and LUMO in eV: 8.71


3.
Below is an isolated ion of composition C3H8NOS and charge -1 at a distorted geometry, with properties calculated with the ωB97M-V functional and the def2-TZVPD basis.

XYZ file:
```
14
Properties=species:S:1:pos:R:3:lowdin_charge:R:1
S -1.82 -1.42 -0.39 0.6113
O 2.19 1.61 0.66 -0.3751
N 1.26 -0.63 -0.38 -0.0132
C 0.27 0.44 -0.28 -0.4976
C 0.87 1.74 0.37 -0.4809
C -1.01 0.00 0.43 -0.5663
H 1.44 -0.93 0.58 0.0646
H -0.03 0.68 -1.31 0.1096
H -1.67 0.85 0.48 0.0576
H 0.28 1.99 1.29 0.0753
H 0.70 2.55 -0.35 0.0676
H -0.70 -1.84 -0.99 -0.1690
H 2.11 -0.08 -0.54 0.0522
H -0.79 -0.28 1.46 0.0640
```

Values from the calculation:
E_LUMO in Eh: 0.1226
Relative energy (zero: lowest compared OMol25 entry of this formula, charge and spin) in kcal/mol: 39.24
HOMO level in eV: -2.66
Charge: -1
Gap between HOMO and LUMO in eV: 6.00


What total energy values result from the calculations? In sequence: -1946.45859 -482.89661 -647.27702 a.u..